DFT (ωB97M-V/def2-TZVPD) results for C50H65As2BrFKN5O6P as an isolated structure.

Computed properties:
orbital gap: 4.0256 eV
HOMO level: -0.53 eV
charge: -2
relative energy (zero: lowest compared OMol25 entry of this formula, charge and spin): 109.0 kJ/mol

The geometry in XYZ format:
```
132
Properties=species:S:1:pos:R:3:lowdin_charge:R:1
K 0.514 -0.063 -0.062 0.50
O 6.584 -2.131 0.466 0.04
C 5.241 -2.135 0.189 -0.30
C 4.292 -2.125 1.198 0.04
C 2.955 -2.094 0.829 -0.19
N 2.581 -2.117 -0.452 0.08
C 3.498 -2.223 -1.418 -0.15
C 4.854 -2.194 -1.141 0.06
C 3.028 -2.522 -2.872 -0.62
O 3.888 -2.369 -3.743 -0.01
O 1.838 -2.939 -3.020 -0.15
C 1.799 -2.165 1.840 -0.67
O 1.689 -3.243 2.459 -0.02
O 1.046 -1.163 1.889 -0.27
H 6.693 -2.065 1.419 0.09
H 4.574 -2.154 2.245 0.12
H 5.569 -2.244 -1.948 0.12
C 1.176 0.810 4.254 -0.30
As 0.161 1.673 2.803 1.15
C 0.866 3.472 3.168 -0.34
C -1.568 1.815 3.771 -0.41
C -1.844 2.883 4.620 -0.12
C -3.076 3.004 5.252 -0.11
C -4.053 2.045 5.042 -0.11
C -3.790 0.971 4.199 -0.12
C -2.562 0.842 3.558 -0.43
As -2.175 -0.627 2.291 1.18
C -3.963 -1.396 2.068 -0.32
C -1.594 -1.962 3.650 -0.28
H 1.010 1.318 5.206 0.02
H 2.234 0.846 3.990 0.02
H 0.883 -0.237 4.318 0.01
H 0.958 3.675 4.236 0.01
H 0.234 4.228 2.700 0.02
H 1.852 3.519 2.707 -0.01
H -1.096 3.649 4.785 0.08
H -3.271 3.855 5.895 0.09
H -5.022 2.133 5.519 0.09
H -4.568 0.236 4.031 0.08
H -4.458 -1.596 3.020 0.01
H -3.821 -2.340 1.537 0.00
H -4.583 -0.771 1.426 0.02
H -2.302 -2.795 3.668 0.01
H -1.574 -1.509 4.641 0.02
H -0.594 -2.321 3.402 -0.01
C 4.173 6.547 -3.454 -0.08
C 3.241 5.767 -4.380 -0.57
C 2.134 6.720 -4.850 -0.06
C 4.054 5.311 -5.601 -0.06
C 2.629 4.554 -3.682 -0.21
C 2.995 4.140 -2.405 -0.11
C 2.395 3.025 -1.860 -0.55
Br 2.933 2.441 -0.115 0.75
C 1.383 2.229 -2.482 -0.44
O 0.847 1.269 -1.849 -0.32
C 1.063 2.639 -3.822 -0.08
C 1.684 3.765 -4.343 -0.02
C 0.085 1.882 -4.745 -0.53
C -0.606 0.660 -4.125 -0.06
C 0.859 1.384 -5.974 -0.05
C -1.025 2.842 -5.200 -0.06
H 4.562 7.426 -3.977 0.07
H 5.025 5.941 -3.138 0.08
H 3.648 6.888 -2.558 0.08
H 2.566 7.602 -5.337 0.07
H 1.531 7.052 -4.002 0.09
H 1.465 6.236 -5.562 0.07
H 4.508 6.168 -6.112 0.07
H 3.421 4.782 -6.316 0.07
H 4.847 4.626 -5.295 0.09
H 3.737 4.669 -1.822 0.08
H 1.416 4.050 -5.357 0.09
H 0.108 -0.103 -3.818 0.08
H -1.273 0.231 -4.882 0.08
H -1.205 0.914 -3.254 0.07
H 1.626 0.667 -5.674 0.09
H 1.350 2.202 -6.510 0.07
H 0.176 0.882 -6.667 0.08
H -1.584 3.211 -4.337 0.09
H -1.726 2.316 -5.857 0.08
H -0.632 3.704 -5.745 0.06
F -8.939 -0.788 -2.103 -0.04
C -7.562 -0.726 -1.959 -0.34
C -6.805 -1.876 -2.061 -0.08
C -5.430 -1.819 -1.911 -0.09
C -4.714 -0.598 -1.639 -0.37
C -3.341 -0.555 -1.416 -0.07
C -5.570 0.562 -1.594 -0.08
C -6.945 0.490 -1.740 -0.08
H -7.299 -2.820 -2.270 0.10
H -4.859 -2.737 -2.019 0.07
H -2.800 0.371 -1.252 0.01
H -2.752 -1.447 -1.583 -0.01
H -5.106 1.534 -1.462 0.07
H -7.550 1.391 -1.701 0.10
C -2.584 -4.728 -0.910 -0.13
N -1.795 -4.352 0.337 -0.07
C -0.768 -5.431 0.638 -0.13
N 0.056 -5.666 -0.494 -0.14
C -0.754 -6.020 -1.652 -0.18
N -1.724 -4.994 -2.009 -0.14
C -1.037 -3.781 -2.519 -0.28
P 0.181 -2.954 -1.364 1.05
C -1.076 -3.050 0.112 -0.29
C 0.982 -4.540 -0.770 -0.26
H -3.249 -3.891 -1.117 0.12
H -3.161 -5.619 -0.649 0.13
H -2.439 -4.269 1.124 0.16
H -1.328 -6.331 0.906 0.13
H -0.178 -5.070 1.481 0.14
H -1.287 -6.951 -1.434 0.12
H -0.090 -6.176 -2.501 0.13
H -1.793 -3.046 -2.805 0.08
H -0.494 -4.058 -3.424 0.08
H -1.839 -2.281 -0.028 0.03
H -0.532 -2.836 1.036 0.05
H 1.524 -4.340 0.154 0.08
H 1.698 -4.864 -1.524 0.09
C -4.015 5.876 -0.903 -0.06
C -3.327 4.646 -0.373 -0.28
C -1.950 4.499 -0.445 -0.02
C -1.367 3.335 0.038 -0.13
N -2.065 2.329 0.560 0.06
C -3.388 2.458 0.602 -0.15
C -4.055 3.594 0.169 -0.04
H -3.319 6.711 -0.994 0.07
H -4.837 6.178 -0.252 0.07
H -4.434 5.682 -1.893 0.08
H -1.327 5.271 -0.880 0.11
H -0.289 3.199 -0.014 0.09
H -3.950 1.606 0.972 0.09
H -5.137 3.638 0.231 0.11
```

=====

DFT (ωB97M-V/def2-TZVPD) results for a 10-piece molecular cluster, C50H65N5O15 overall.

Computed properties:
orbital gap: 8.2600 eV
HOMO level: -9.40 eV
SMILES: O=[N+]([O-])c1ccccc1.O=[N+]([O-])c1ccccc1.O=[N+]([O-])c1ccccc1.O=[N+]([O-])c1ccccc1.O=[N+]([O-])c1ccccc1.C1CCOC1.C1CCOC1.C1CCOC1.C1CCOC1.C1CCOC1

The geometry in XYZ format:
```
135
Properties=species:S:1:pos:R:3:lowdin_charge:R:1
O 0.358 0.711 4.704 0.07
N -0.276 1.241 5.583 -0.33
O 0.165 1.424 6.709 0.09
C -1.560 1.807 5.261 -0.17
C -1.803 2.336 4.008 0.00
C -3.036 2.915 3.744 -0.05
C -4.007 3.073 4.766 -0.06
C -3.818 2.487 6.001 -0.06
C -2.529 1.985 6.261 0.00
H -1.127 2.279 3.168 0.11
H -3.233 3.323 2.764 0.10
H -4.981 3.498 4.572 0.11
H -4.656 2.441 6.680 0.11
H -2.224 1.724 7.263 0.12
O 5.581 -2.446 2.433 0.06
N 4.572 -3.142 2.623 -0.31
O 4.288 -3.664 3.718 0.05
C 3.732 -3.485 1.453 -0.12
C 4.026 -2.913 0.228 -0.01
C 3.206 -3.163 -0.859 -0.06
C 2.065 -3.955 -0.710 -0.05
C 1.768 -4.522 0.521 -0.08
C 2.551 -4.266 1.602 -0.01
H 4.958 -2.367 0.189 0.12
H 3.286 -2.678 -1.821 0.09
H 1.385 -4.118 -1.533 0.09
H 0.932 -5.105 0.879 0.11
H 2.184 -4.644 2.545 0.12
O -2.419 -5.955 0.585 0.06
N -2.489 -6.301 -0.599 -0.35
O -3.012 -7.335 -0.968 0.08
C -2.049 -5.348 -1.619 -0.13
C -1.791 -5.766 -2.930 -0.01
C -1.480 -4.842 -3.906 -0.06
C -1.304 -3.493 -3.535 -0.10
C -1.555 -2.994 -2.288 -0.05
C -2.016 -3.955 -1.302 0.05
H -1.835 -6.824 -3.144 0.12
H -1.173 -5.061 -4.918 0.11
H -0.888 -2.905 -4.339 0.09
H -1.317 -1.958 -2.096 0.08
H -2.331 -3.590 -0.335 0.10
O -4.461 5.238 -1.528 0.07
N -3.437 5.724 -2.009 -0.33
O -3.355 6.212 -3.131 0.06
C -2.171 5.653 -1.242 -0.15
C -2.018 4.608 -0.316 0.00
C -0.815 4.510 0.349 -0.05
C 0.237 5.424 0.073 -0.04
C 0.063 6.492 -0.825 -0.06
C -1.194 6.598 -1.409 -0.03
H -2.789 3.875 -0.126 0.10
H -0.764 3.770 1.134 0.09
H 1.214 5.400 0.534 0.10
H 0.834 7.205 -1.076 0.11
H -1.313 7.322 -2.201 0.12
O 1.643 -3.699 -4.408 0.03
N 2.048 -2.543 -4.725 -0.28
O 2.283 -1.611 -3.961 0.06
C 2.171 -2.237 -6.194 -0.14
C 2.541 -0.967 -6.570 0.00
C 2.756 -0.670 -7.922 -0.05
C 2.645 -1.693 -8.875 -0.06
C 2.297 -3.001 -8.457 -0.06
C 1.987 -3.241 -7.128 -0.02
H 2.520 -0.169 -5.843 0.11
H 3.022 0.319 -8.266 0.11
H 2.799 -1.459 -9.918 0.10
H 2.127 -3.705 -9.257 0.10
H 1.708 -4.240 -6.827 0.12
C -4.175 -0.623 0.309 -0.12
C -2.953 -0.339 -0.549 -0.21
C -2.926 1.096 -0.726 -0.23
O -3.510 1.560 0.470 -0.15
C -4.051 0.545 1.306 -0.18
H -4.347 -1.634 0.677 0.11
H -5.039 -0.481 -0.340 0.12
H -3.083 -0.698 -1.570 0.11
H -1.985 -0.727 -0.230 0.10
H -3.509 1.418 -1.590 0.13
H -1.925 1.513 -0.834 0.11
H -4.984 0.735 1.837 0.12
H -3.309 0.355 2.082 0.09
C -0.467 2.940 -3.702 -0.12
C 0.504 4.027 -4.217 -0.19
C 1.320 3.398 -5.250 -0.21
O 1.542 2.107 -4.654 -0.18
C 0.293 1.621 -4.066 -0.15
H -1.465 3.069 -4.122 0.11
H -0.490 3.005 -2.614 0.08
H 1.069 4.380 -3.354 0.11
H -0.006 4.944 -4.511 0.11
H 2.310 3.786 -5.487 0.13
H 0.803 3.333 -6.208 0.12
H 0.507 0.934 -3.248 0.10
H -0.145 1.001 -4.848 0.11
C 3.779 0.671 5.716 -0.18
C 4.012 2.111 5.397 -0.17
C 3.602 2.138 3.906 -0.17
O 4.204 0.904 3.409 -0.16
C 3.882 -0.082 4.382 -0.21
H 2.749 0.460 6.003 0.09
H 4.576 0.448 6.425 0.11
H 5.084 2.297 5.473 0.11
H 3.514 2.819 6.060 0.11
H 4.161 2.946 3.436 0.11
H 2.536 2.159 3.680 0.10
H 4.706 -0.789 4.476 0.11
H 2.951 -0.542 4.051 0.11
C -2.411 -1.687 4.820 -0.17
C -1.327 -1.662 3.773 -0.18
C -1.637 -2.928 2.974 -0.23
O -3.014 -3.104 3.025 -0.12
C -3.548 -2.399 4.147 -0.18
H -2.666 -0.682 5.157 0.10
H -2.076 -2.254 5.688 0.12
H -0.283 -1.572 4.075 0.11
H -1.518 -0.857 3.063 0.08
H -1.068 -3.694 3.502 0.12
H -1.286 -2.861 1.944 0.11
H -3.836 -3.115 4.917 0.12
H -4.316 -1.688 3.841 0.12
C 1.193 -0.402 0.057 -0.12
C 2.306 0.363 -0.684 -0.14
C 1.900 1.828 -0.412 -0.20
O 0.799 1.821 0.460 -0.15
C 0.821 0.605 1.173 -0.19
H 1.603 -1.349 0.406 0.09
H 0.337 -0.674 -0.561 0.09
H 2.329 0.138 -1.750 0.09
H 3.334 0.252 -0.337 0.11
H 1.791 2.359 -1.358 0.11
H 2.713 2.240 0.186 0.12
H -0.129 0.434 1.679 0.10
H 1.524 0.521 2.001 0.11
```

=====

DFT (ωB97M-V/def2-TZVPD) results for a 4-piece molecular cluster, C50H66N5O10 overall.

Computed properties:
orbital gap: 6.8865 eV
HOMO level: -10.70 eV
charge: +1

The geometry in XYZ format:
```
131
Properties=species:S:1:pos:R:3:lowdin_charge:R:1
C 4.450 8.439 1.959 -0.12
O 3.124 8.907 2.055 -0.19
C 2.661 8.976 3.412 -0.20
C 1.492 7.984 3.578 -0.17
C 1.236 7.562 5.034 -0.19
C 2.472 6.996 5.783 -0.20
C 3.252 5.948 4.945 -0.20
C 2.471 4.609 4.841 -0.18
C 1.708 4.400 3.528 -0.17
C 2.628 4.147 2.287 -0.09
C 3.151 2.734 2.354 -0.14
C 4.367 2.485 3.047 0.06
C 4.800 1.198 3.045 0.07
C 4.086 0.168 2.390 -0.17
C 4.653 -1.236 2.390 -0.12
O 5.286 -1.461 3.641 -0.08
C 4.710 -2.514 4.366 -0.23
C 3.427 -2.391 4.823 0.02
C 2.818 -3.387 5.571 -0.27
C 1.399 -3.225 6.045 -0.05
C 3.580 -4.501 5.842 -0.04
C 4.859 -4.633 5.363 -0.02
C 5.474 -3.654 4.603 -0.16
C 6.905 -3.828 4.067 -0.30
C 7.800 -2.703 4.657 -0.05
C 6.795 -3.751 2.506 -0.04
N 2.954 0.427 1.794 0.21
N 2.559 1.682 1.812 -0.04
C 1.264 1.915 1.109 -0.08
C 1.498 2.372 -0.358 -0.15
C 0.410 1.795 -1.291 -0.18
C -0.748 2.790 -1.584 -0.18
C -1.295 2.711 -3.020 -0.16
C -2.482 1.744 -3.175 -0.15
O -2.398 0.636 -2.235 -0.06
C -3.518 0.620 -1.424 -0.50
C -4.819 0.082 -2.001 0.03
O -3.458 1.046 -0.289 0.11
H 4.775 8.625 0.928 0.09
H 5.149 8.971 2.620 0.10
H 4.522 7.346 2.113 0.07
H 3.507 8.678 4.045 0.10
H 2.355 10.001 3.656 0.13
H 0.566 8.389 3.147 0.12
H 1.755 7.131 2.938 0.09
H 0.451 6.793 5.105 0.11
H 0.862 8.423 5.607 0.12
H 2.174 6.503 6.717 0.11
H 3.139 7.818 6.078 0.11
H 3.571 6.356 3.979 0.08
H 4.177 5.769 5.514 0.11
H 1.716 4.622 5.640 0.12
H 3.143 3.776 5.089 0.10
H 1.086 3.497 3.652 0.11
H 1.007 5.208 3.305 0.11
H 3.514 4.781 2.419 0.11
H 2.125 4.377 1.350 0.11
H 4.895 3.291 3.543 0.14
H 5.722 0.929 3.556 0.14
H 5.450 -1.248 1.626 0.14
H 3.932 -2.004 2.097 0.15
H 2.834 -1.498 4.610 0.13
H 1.235 -2.326 6.651 0.08
H 0.708 -3.160 5.192 0.08
H 1.048 -4.080 6.635 0.08
H 3.131 -5.282 6.454 0.12
H 5.456 -5.522 5.567 0.12
H 7.227 -4.826 4.383 0.13
H 7.269 -2.269 5.511 0.08
H 7.986 -1.890 3.947 0.07
H 8.784 -3.078 4.962 0.08
H 6.929 -2.695 2.246 0.05
H 7.569 -4.333 1.999 0.08
H 5.780 -4.024 2.198 0.08
H 0.741 0.958 1.037 0.13
H 0.608 2.574 1.682 0.13
H 2.438 1.887 -0.667 0.12
H 1.621 3.453 -0.467 0.10
H 0.847 1.497 -2.253 0.11
H -0.045 0.882 -0.886 0.11
H -0.362 3.803 -1.410 0.11
H -1.582 2.573 -0.904 0.10
H -0.522 2.424 -3.746 0.11
H -1.652 3.703 -3.327 0.12
H -3.408 2.298 -2.970 0.13
H -2.551 1.317 -4.182 0.13
H -5.175 0.787 -2.763 0.09
H -4.594 -0.869 -2.501 0.09
H -5.559 -0.079 -1.218 0.09
C -7.507 -4.535 -4.559 -0.07
C -8.622 -3.957 -3.966 -0.06
C -8.756 -2.578 -3.937 -0.01
C -7.769 -1.796 -4.512 -0.15
C -6.650 -2.360 -5.102 0.00
C -6.519 -3.738 -5.124 -0.08
N -7.916 -0.336 -4.505 -0.36
O -8.894 0.135 -3.962 0.08
O -7.045 0.322 -5.046 0.06
H -7.408 -5.612 -4.582 0.11
H -9.388 -4.582 -3.526 0.11
H -9.624 -2.131 -3.474 0.12
H -5.883 -1.742 -5.544 0.10
H -5.660 -4.190 -5.578 0.07
C -1.340 -4.755 0.094 -0.08
C -1.097 -4.389 -1.223 -0.07
C -2.113 -4.466 -2.163 0.00
C -3.363 -4.908 -1.767 -0.14
C -3.618 -5.283 -0.460 0.00
C -2.598 -5.205 0.474 -0.07
N -4.446 -4.967 -2.758 -0.32
O -4.176 -4.648 -3.900 0.07
O -5.541 -5.328 -2.376 0.09
H -0.546 -4.689 0.828 0.10
H -0.116 -4.040 -1.517 0.11
H -1.922 -4.181 -3.189 0.12
H -4.597 -5.630 -0.162 0.12
H -2.784 -5.493 1.500 0.11
C -4.861 -4.747 -11.176 -0.07
C -3.803 -5.438 -10.599 -0.06
C -3.377 -5.114 -9.322 0.00
C -4.022 -4.101 -8.634 -0.14
C -5.074 -3.399 -9.198 0.00
C -5.493 -3.726 -10.477 -0.06
N -3.591 -3.770 -7.271 -0.33
O -2.655 -4.389 -6.805 0.08
O -4.201 -2.897 -6.682 0.04
H -5.196 -5.006 -12.172 0.11
H -3.312 -6.232 -11.146 0.11
H -2.554 -5.653 -8.876 0.12
H -5.570 -2.606 -8.656 0.12
H -6.315 -3.188 -10.929 0.11
```

=====

Among the records above, which one has the lowest orbital gap? C50H65As2BrFKN5O6P

=====

Look up the orbital gap of the first one. 4.0256 eV

=====

The lowest orbital gap belongs to which entry? C50H65As2BrFKN5O6P